Formula: C5H8S
Source: the OMol25 dataset
Level of theory: the ωB97M-V functional and the def2-TZVPD basis

Last columns: bonded neighbours and bond lengths (Å).
Element x y z (Å)
1 C 2.684 -0.739 -0.180  C2 1.230, H7 1.164
2 C 1.503 -0.525 0.090  C1 1.230, C3 1.424
3 C 0.251 -0.026 0.553  C2 1.424, C4 1.611, C5 1.543, H8 1.164
4 C -0.069 1.279 -0.335  C3 1.611, H9 1.102, H10 1.112, H11 1.271
5 C -0.788 -0.905 -0.174  C3 1.543, S6 1.950, H12 1.081, H13 1.166
6 S -2.692 -0.489 -0.106  C5 1.950, H14 1.639
7 H 3.812 -1.020 -0.232  C1 1.164
8 H 0.082 0.380 1.630  C3 1.164
9 H 0.441 1.197 -1.308  C4 1.102
10 H -1.159 1.191 -0.537  C4 1.112
11 H 0.061 2.332 0.365  C4 1.271
12 H -0.695 -0.946 -1.250  C5 1.081
13 H -0.752 -2.023 0.151  C5 1.166
14 H -2.678 0.293 1.335  S6 1.639

Calculated values
calculated total energy: -16145.129 eV
orbital gap: 9.5 eV
ΔE to the lowest compared entry with this formula, charge and spin: 4.5080 eV